Formula: C45H102N3O11PSi3
Source: the OMol25 dataset
Level of theory: ωB97M-V/def2-TZVPD

The geometry in ORCA input format:
```
! wB97M-V def2-TZVPD RIJCOSX def2/J DEFGRID3
* xyz 0 1
C 9.411 -1.338 3.368
H -3.764 1.038 -0.907
H 6.146 2.667 -0.531
C -0.387 -4.307 -4.497
H 3.024 -1.670 0.922
H 5.486 1.757 4.520
H -1.500 -7.155 2.254
C -1.069 1.922 -0.695
H -1.831 -5.584 4.100
H -2.563 -2.069 -4.046
H 11.384 -3.048 -1.454
O 11.706 -1.565 -0.054
C 4.773 1.270 5.184
H -8.669 3.423 -1.153
H -2.218 -3.335 2.083
H -6.737 -2.574 1.355
C -1.855 -6.154 2.017
C -2.637 -4.063 2.789
C -0.173 -4.104 -3.001
H 13.578 -0.729 0.079
C -0.147 1.949 -6.640
Si -6.178 2.438 -2.843
C -7.581 6.540 3.275
H -1.011 -5.186 -4.692
H -0.102 -5.045 -2.457
C 1.722 -1.892 2.632
C 9.117 -2.359 2.269
C -4.026 1.102 0.152
H -3.888 -6.760 2.537
H -1.545 -0.337 -5.714
O 7.220 -0.984 2.559
O -1.063 -3.139 -4.962
H -0.766 3.362 -5.105
N -5.777 1.375 -5.437
H -6.630 6.196 2.862
H -6.221 3.397 -5.086
H -0.601 -4.729 3.166
C -1.398 -3.267 -2.627
H -1.489 2.862 -1.075
C -7.409 -2.751 -1.644
H 2.762 2.012 4.709
C 3.748 -0.744 5.897
H 10.628 -0.217 -2.296
C -1.609 1.686 0.704
C 12.732 -0.590 -1.943
H -3.881 0.099 0.565
H -5.766 1.241 1.379
H 1.266 -2.368 -0.644
H -4.835 1.661 -5.660
H -1.279 -2.694 -1.709
H -1.369 -5.833 1.093
H 4.053 0.978 0.301
C -5.788 -2.269 0.913
H -3.009 0.657 -5.591
H -8.031 0.559 0.078
H -7.561 7.627 3.313
H -4.704 2.240 -2.650
H -2.162 0.996 -2.184
H -0.920 -1.472 -3.751
C -6.493 2.418 -4.687
H -4.918 4.226 -1.079
H -7.459 -2.596 -2.722
H 5.450 -0.682 4.562
C 7.595 -2.320 2.216
H 3.482 0.969 3.473
C 2.000 -1.422 1.210
C 11.018 -2.045 -1.210
H -9.661 6.529 2.674
H 7.151 -3.014 2.938
H 13.010 0.369 -2.375
C -8.745 5.972 2.463
H 5.869 -0.326 6.244
H 1.843 -4.236 0.786
O -5.615 4.890 -1.084
H -8.577 5.980 1.388
H -8.389 -2.534 -1.220
C 11.326 -1.056 -2.327
H -1.029 2.280 1.416
N -7.941 4.030 -0.780
H -4.742 -2.061 -2.910
Si -6.076 -1.697 -0.852
H 4.717 1.843 6.112
C -8.842 4.559 3.025
H 0.743 -3.536 -2.823
C 8.344 -0.285 3.097
H -3.222 3.068 0.488
H -5.623 2.569 0.272
C -1.534 -2.374 -3.851
C 12.628 -0.540 -0.423
C 3.672 1.989 0.482
H 3.973 2.414 -1.643
H 3.626 -1.802 5.663
Si -6.744 0.527 -0.679
H -5.082 -3.093 0.923
H -2.211 2.208 -7.253
H -0.599 0.741 -2.291
H 0.007 -1.819 0.468
H -6.910 5.747 5.212
C 4.001 2.921 -0.679
C 5.392 3.418 -0.284
H 9.548 -2.019 1.327
H 7.194 -2.550 1.228
H -5.399 -1.444 1.510
C -4.499 -1.909 -1.857
H -3.797 -1.079 -1.780
C -5.495 1.485 0.345
C 3.397 1.140 4.549
H 9.953 -2.114 -0.981
H -7.568 2.318 -4.861
H -2.276 -3.907 -2.521
H 11.269 -1.510 -3.315
H 8.029 0.246 3.997
O 2.781 0.003 5.161
H 4.851 4.530 1.506
H -1.493 0.720 -7.881
C 5.250 3.548 1.228
H 0.100 -4.124 1.103
H 5.675 4.355 -0.760
H -3.331 2.055 1.933
H 0.544 -4.416 -5.055
C -1.520 1.393 -7.027
H -7.191 -3.806 -1.466
H -8.504 6.521 5.245
N -1.348 0.800 -1.611
C -0.370 2.344 -5.185
H 12.244 0.429 -0.084
H 9.505 -3.354 2.480
O -3.730 -4.734 2.160
H 13.473 -1.331 -2.249
H 2.595 -1.826 3.279
H -7.449 3.521 -0.051
O -1.336 1.424 -4.669
O 4.325 2.537 1.625
O 1.315 -3.264 2.526
H 3.571 -0.606 6.970
H 2.602 1.923 0.690
C -1.612 -5.132 3.131
O -8.434 4.642 4.390
H 0.535 2.279 -4.578
H 10.421 -0.933 3.326
H -3.008 -3.521 3.659
C -3.371 -6.080 1.851
H 3.296 3.754 -0.711
H 6.187 3.392 1.763
H -8.171 3.877 2.491
C 1.046 -3.584 1.161
H 9.261 -1.785 4.353
C -3.075 2.051 0.870
H 8.687 0.449 2.360
C 1.005 -2.260 0.408
C 5.106 -0.193 5.477
H 0.916 -1.315 3.096
H 1.864 -0.348 1.093
C -1.929 0.687 -5.741
H 0.607 1.162 -6.707
H 0.013 2.048 -0.640
C -7.825 5.908 4.642
H 0.178 2.786 -7.255
H -9.851 4.147 2.986
P -6.872 4.475 -2.065
O -7.061 1.222 -2.171
H -1.454 0.634 0.957
H -3.980 -2.808 -1.514
H -5.739 0.496 -4.940
H -3.698 -6.302 0.835
*
```

For the HOMO energy, the calculation gives -7.88 eV. As for the calculated total energy: -108234.0909 eV.